Entry 1:
Computed, not measured: a molecular structure, C30H44N2O6P2Pd at a distorted geometry, with wB97M-V/def2-TZVPD.

Output
* spin multiplicity: 5
* frontier orbital gap (spin up / spin down): 6.95 / 4.66 eV
* highest occupied orbital energy (spin up / spin down): -13.35 / -14.31 eV
* total energy: -69117.915 eV
* charge: +2

```
85
C30H44N2O6P2Pd (wB97M-V/def2-TZVPD)
Pd 0.3898 -1.0451 -2.5200
C -0.8773 -1.9170 0.1395
C 0.4340 -2.0608 -0.5883
C 0.6736 -0.7838 1.3851
C -0.7030 -1.1056 1.2548
C 1.3848 -1.3905 0.3563
C -2.0815 -2.7593 -0.0175
H -2.0331 -3.4632 -0.8563
H -2.9743 -2.1339 -0.1262
H -2.2515 -3.3577 0.8936
C -1.7447 -0.6691 2.2114
H -2.6732 -1.2539 2.1600
H -1.9828 0.3663 1.9606
H -1.4111 -0.6551 3.2615
C 1.2308 0.0266 2.4922
H 0.7341 -0.1438 3.4628
H 1.0487 1.0767 2.2432
H 2.3133 -0.1028 2.6416
C 2.8504 -1.5756 0.4217
H 3.1278 -2.0660 1.3701
H 3.3578 -0.6044 0.4325
H 3.2649 -2.1890 -0.3859
C 0.7825 -3.4941 -0.8778
H 0.8424 -4.0071 0.0907
H 1.7546 -3.5859 -1.3662
H 0.0128 -3.9897 -1.4726
C -1.5550 1.0257 -5.6574
C -1.6186 -0.2963 -5.8924
C -0.7657 -1.0146 -6.8713
C 0.6980 -0.5643 -6.8790
C 1.2511 -0.0261 -5.5770
C 1.3582 1.2899 -5.3636
C 0.6407 2.3496 -6.1357
C -0.8266 2.0063 -6.5479
H -1.1593 -0.8798 -7.9001
H 0.8219 0.1935 -7.6783
H -0.8420 -2.0861 -6.6571
H -0.8242 1.6416 -7.5981
H -2.2445 1.5239 -4.9446
H -2.5087 -0.8697 -5.6047
H -1.3873 2.9683 -6.5225
H 0.6020 3.2656 -5.5202
H 2.0491 1.7579 -4.6654
H 1.1720 2.6393 -7.0560
H 1.2780 -1.4568 -7.1541
H 1.7278 -0.7875 -4.9400
P -1.4310 0.5909 -2.0452
C -2.3977 1.7312 -1.0452
C -2.7033 -0.3811 -2.8850
P 1.2876 1.1133 -2.3583
C -0.3222 1.7574 -3.0193
C 2.9567 0.5274 -2.8399
C 1.6444 2.2340 -0.9635
H -1.7662 2.1058 -0.1773
H -3.2772 1.1957 -0.6519
H -2.6967 2.5807 -1.6829
H -2.9093 0.0286 -3.8725
H -3.6276 -0.3944 -2.2959
H -2.3746 -1.4135 -3.0160
H 1.9009 3.2202 -1.4039
H 2.5190 1.8405 -0.4089
H 0.7934 2.3650 -0.2697
H -0.5293 2.8198 -2.8696
H -0.3645 1.4833 -4.0726
H 3.6381 0.5954 -1.9814
H 3.3829 1.0899 -3.6727
H 2.9108 -0.5345 -3.1142
O -0.7221 4.5824 0.8628
C -0.8109 3.5525 1.5441
O -0.7952 2.3238 1.1335
C -0.9490 3.6707 3.0472
C -1.1286 4.9282 3.6460
C -1.2718 5.0327 5.0477
C -1.2216 3.8886 5.8607
C -1.0429 2.6372 5.2562
C -0.9258 2.5319 3.8644
N -0.9368 1.4336 6.0326
O -1.0421 1.5113 7.2799
O -0.7392 0.3506 5.4453
N -1.4897 6.3151 5.6405
O -1.5294 7.3187 4.9096
O -1.6308 6.3421 6.8878
H -1.1507 5.8150 3.0270
H -1.3279 3.9678 6.9342
H -0.8073 1.5496 3.4217
```


Entry 2:
Computed, not measured: a molecular structure, C30H45BBrMgN2O3 at a distorted geometry, with wB97M-V/def2-TZVPD.

Output
* frontier orbital gap: 1.94 eV
* highest occupied orbital energy: -9.12 eV
* total energy: -117090.948 eV
* charge: +1

```
83
C30H45BBrMgN2O3 (wB97M-V/def2-TZVPD)
C 1.1070 -0.6197 3.1004
C 1.1254 -2.1727 2.4788
C 2.4805 -3.0565 2.9043
N 0.1025 -2.6905 1.7238
B 0.3836 -2.5313 0.2192
C 0.5009 -4.1404 -0.2248
C -0.8526 -4.9577 0.2492
C -0.4480 -6.1326 1.3285
N -1.4372 -6.0679 2.4875
O 1.6289 -1.6981 0.1123
C 1.5337 -0.7389 -1.0229
Br 2.0526 -1.9766 -2.5598
C 2.6605 0.4355 -1.1874
C 3.2926 1.0074 0.2117
C 4.9199 1.2484 -0.0927
C 6.1369 0.5504 0.7555
C 7.7014 0.8738 0.2673
C 8.0730 1.8366 -1.0294
C 6.8499 2.5526 -1.8559
C 5.2989 2.2429 -1.3819
C -0.0775 -0.2998 -0.9200
C -0.4894 0.3317 -2.3794
C -1.0503 1.8906 -2.3120
C -0.0530 3.2172 -2.1032
C -0.6435 4.7806 -2.0436
C -2.2373 5.1293 -2.2086
C -3.2467 3.8250 -2.4617
C -4.8548 4.2105 -2.6608
C -2.6638 2.2912 -2.4972
O -0.4068 0.8063 -0.0088
C -1.4850 0.4796 0.9293
C -2.9705 0.2842 0.2663
C -3.5882 -1.1217 0.9300
C -4.0274 1.5054 0.5462
C -4.3222 1.8056 2.1423
C -5.4868 1.0130 -0.1032
O -0.5702 -1.6754 -0.5723
H 1.8859 -0.4880 3.9819
H 0.0326 -0.4679 3.5877
H 1.2437 0.1829 2.2502
H 2.1577 -4.1545 3.1992
H 3.2993 -3.0224 2.0581
H 2.9219 -2.5574 3.8792
H 0.6191 -4.2833 -1.3802
H 1.4601 -4.5406 0.3626
H -1.7183 -4.2695 0.6446
H -1.2860 -5.5061 -0.7161
H -0.5393 -7.1643 0.7806
H 0.6685 -6.0456 1.7273
H -1.3526 -7.0058 2.9683
H -1.0978 -5.3199 3.1568
H 3.5706 -0.0568 -1.7832
H 2.2167 1.2467 -1.9055
H 2.8225 2.0474 0.4939
H 3.1996 0.2054 1.0854
H 5.9348 -0.1609 1.6630
H 8.6403 0.3834 0.8156
H 9.1784 2.0447 -1.4049
H 7.1052 3.2498 -2.7886
H 4.4385 2.7564 -2.0189
H -1.4019 -0.3117 -2.7958
H 0.3637 0.3343 -3.1801
H 1.1076 3.1186 -1.9938
H 0.1189 5.6766 -1.8685
H -2.5902 6.2448 -2.1867
H -5.2465 3.8822 -3.7263
H -5.5088 3.8192 -1.7693
H -4.9566 5.3986 -2.6439
H -3.4684 1.4238 -2.6523
H -1.5765 1.4145 1.6668
H -1.2722 -0.4430 1.6310
H -2.8480 0.0225 -0.8921
H -2.7304 -1.9464 1.0248
H -4.0388 -0.9647 1.9978
H -4.3396 -1.5369 0.1308
H -3.7459 2.5326 0.0612
H -3.6081 1.1324 2.7790
H -4.3158 2.9433 2.4269
H -5.4270 1.4221 2.3777
H -5.2229 0.3772 -1.0729
H -6.0453 0.2448 0.6192
H -6.1929 1.9107 -0.3715
Mg 2.6071 3.7927 -1.2459
```


Entry 3:
Computed, not measured: a molecular structure, C30H45BiNO2P2S2 at a distorted geometry, with wB97M-V/def2-TZVPD.

Output
* frontier orbital gap (spin up / spin down): 5.24 / 5.24 eV
* highest occupied orbital energy (spin up / spin down): -10.41 / -10.41 eV
* total energy: -83502.635 eV
* charge: +1

```
83
C30H45BiNO2P2S2 (wB97M-V/def2-TZVPD)
Bi 0.8784 0.8114 0.3141
C -1.6933 -0.9793 1.6742
C -1.3175 -2.0596 0.8367
C 0.5684 -1.3850 1.9715
C -0.5410 -0.5327 2.3742
C 0.0548 -2.3199 1.0155
C -3.0581 -0.4103 1.8051
H -3.6074 -0.4788 0.8568
H -3.0196 0.6441 2.1108
H -3.6508 -0.9491 2.5620
C -0.5182 0.5365 3.4146
H -1.5020 1.0248 3.5104
H 0.2202 1.3240 3.1809
H -0.2599 0.1291 4.4075
C 1.8774 -1.5332 2.6685
H 1.7228 -1.8605 3.7135
H 2.4475 -0.5953 2.6838
H 2.5251 -2.2830 2.1850
C 0.8337 -3.4157 0.3846
H 0.7754 -4.3388 0.9835
H 1.8959 -3.1498 0.2942
H 0.4453 -3.6616 -0.6125
C -2.2154 -2.8155 -0.0733
H -2.5377 -3.7720 0.3655
H -1.6959 -3.0472 -1.0141
H -3.1222 -2.2398 -0.2954
C -0.6082 2.1613 -1.3935
C -1.7557 1.4054 -1.3295
C -2.2094 0.4202 -2.3327
C -1.0904 -0.2682 -3.1732
C 0.0774 -0.7354 -2.4071
C 1.1851 0.0171 -2.0573
C 1.4616 1.3724 -2.7191
C 0.2818 2.3679 -2.6108
H -2.9431 0.8856 -3.0190
H -0.8200 0.3878 -4.0158
H -2.7782 -0.3680 -1.8111
H -0.2972 2.3713 -3.5481
H -0.4536 2.9100 -0.5972
H -2.4630 1.5978 -0.5143
H 0.7069 3.3847 -2.5445
H 2.3473 1.8323 -2.2532
H 2.0582 -0.5143 -1.6388
H 1.7206 1.2283 -3.7833
H -1.5541 -1.1486 -3.6491
H 0.0745 -1.7950 -2.1440
P -0.2229 1.3609 -6.4852
C -0.3108 3.2053 -6.5237
C -1.5845 1.0285 -7.6880
P 2.0508 -0.4160 -7.2463
C 1.2153 1.1998 -7.6565
C 1.5210 -1.3782 -8.7346
C 3.7200 0.0457 -7.8819
H 0.5564 3.6217 -5.9941
H -1.2296 3.5245 -6.0143
H -0.3157 3.5583 -7.5641
H -1.4865 1.6711 -8.5735
H -2.5321 1.2485 -7.1775
H -1.5793 -0.0278 -7.9863
H 3.6500 0.4155 -8.9128
H 4.3593 -0.8450 -7.8446
H 4.1474 0.8213 -7.2347
H 1.9206 2.0300 -7.4756
H 0.8835 1.2159 -8.7112
H 2.1107 -2.3044 -8.7460
H 1.7104 -0.8119 -9.6559
H 0.4580 -1.6391 -8.6634
O 2.3658 6.0387 3.1930
S 3.4200 5.0634 3.0712
O 4.7787 5.5408 2.9537
N 3.0469 3.9392 1.9051
C 2.9912 2.7037 2.3342
S 3.2019 1.4337 1.1430
C 2.9940 2.5910 3.8028
C 2.6941 1.5188 4.6401
C 2.8386 1.6543 6.0206
C 3.2964 2.8607 6.5644
C 3.5003 3.9739 5.7359
C 3.3158 3.8278 4.3650
H 2.3539 0.5958 4.1689
H 2.6017 0.8130 6.6643
H 3.4677 2.9405 7.6383
H 3.8017 4.9482 6.1149
```


Entry 4:
Computed, not measured: a molecular structure, C30H45BrIrN4S6Sb at a distorted geometry, with wB97M-V/def2-TZVPD.

Output
* spin multiplicity: 6
* frontier orbital gap (spin up / spin down): 5.05 / 3.09 eV
* highest occupied orbital energy (spin up / spin down): -14.19 / -14.89 eV
* total energy: -182203.570 eV
* charge: +3

```
88
C30H45BrIrN4S6Sb (wB97M-V/def2-TZVPD)
Ir 0.5401 -0.0917 1.0410
Br 0.3980 -7.1366 3.5006
C 0.4071 -5.3640 3.3496
C 1.2827 -4.7474 2.3997
C 1.2626 -3.3981 2.2922
C 0.4013 -2.6354 3.1373
C -0.4661 -3.2523 4.0820
C -0.4717 -4.6022 4.1935
N 0.4065 -1.2352 2.9839
C 0.2874 -0.4833 4.0147
C 0.2369 0.9692 3.8382
C 0.1147 1.8013 4.9174
C 0.0715 3.1789 4.6941
C 0.1522 3.6382 3.4019
C 0.2783 2.7284 2.3471
N 0.3222 1.4163 2.5640
H 1.9481 -5.3479 1.7880
H 1.9238 -2.8941 1.5988
H -1.1510 -2.6649 4.6846
H -1.1274 -5.0991 4.8998
H 0.2435 -0.8905 5.0253
H 0.0524 1.3890 5.9197
H -0.0250 3.8682 5.5262
H 0.1153 4.6994 3.1819
H 0.3460 3.0585 1.3175
C 5.4421 1.5342 -1.5058
N 4.3646 0.5926 -1.1722
C 3.8302 0.5088 0.0130
N 4.2438 1.3285 0.9637
S 2.6760 -0.7860 0.3936
H 5.5891 1.5189 -2.5808
H 6.3733 1.2525 -1.0146
H 5.1473 2.5451 -1.2140
H 4.0640 -0.0836 -1.8533
H 5.0051 1.9731 0.8289
H 3.8933 1.2048 1.8945
C -1.2701 1.4432 -2.7089
C -2.3305 0.9240 -1.7407
C -3.5982 0.5300 -2.4981
C -2.6209 1.9227 -0.6228
Sb -1.3645 -0.7793 -0.7318
C -0.6908 -2.1905 -2.2349
C -0.2811 -3.4881 -1.5326
C 0.5185 -1.5725 -2.9412
C -1.8382 -2.4247 -3.2219
C -2.9788 -1.6663 0.6193
C -2.5454 -3.1025 0.8749
C -4.3281 -1.6009 -0.0826
C -2.9771 -0.8205 1.8831
H -1.6556 2.3793 -3.1460
H -1.0946 0.7584 -3.5397
H -0.3221 1.6727 -2.2198
H -3.9135 1.4131 -3.0731
H -4.4255 0.2660 -1.8497
H -3.4464 -0.2732 -3.2143
H -3.0513 2.8285 -1.0763
H -1.7130 2.2238 -0.0899
H -3.3524 1.5500 0.0987
H 0.4181 -3.3166 -0.7063
H 0.2349 -4.1211 -2.2706
H -1.1333 -4.0561 -1.1607
H 1.3656 -1.4283 -2.2676
H 0.2954 -0.6239 -3.4257
H 0.8288 -2.2780 -3.7295
H -2.7756 -2.7207 -2.7416
H -1.5474 -3.2469 -3.8908
H -2.0246 -1.5542 -3.8491
H -2.7062 -3.7457 0.0108
H -3.1765 -3.4948 1.6958
H -1.5023 -3.1960 1.1878
H -4.3301 -2.0489 -1.0781
H -4.7104 -0.5854 -0.1479
H -5.0470 -2.1764 0.5253
H -2.0196 -0.8436 2.4016
H -3.7405 -1.2393 2.5639
H -3.2455 0.2201 1.6987
C 1.7991 6.3077 -1.2971
S 3.2016 5.6708 -2.2442
C 2.6388 4.2573 -3.0317
C 1.9591 3.1125 -2.5147
S 1.5154 2.7690 -0.9397
S 1.6826 1.8903 -3.7141
C 2.5692 2.5781 -5.0469
S 2.7879 1.8760 -6.4559
S 3.1305 4.1793 -4.6613
H 2.2106 6.6884 -0.3624
H 1.0781 5.5204 -1.0922
H 1.3448 7.1191 -1.8590
```


Entry 5:
Computed, not measured: a molecular structure, C30H45BrN2P2PbS at a distorted geometry, with wB97M-V/def2-TZVPD.

Output
* frontier orbital gap: 4.59 eV
* highest occupied orbital energy: -11.90 eV
* total energy: -139505.431 eV
* charge: +2

```
82
C30H45BrN2P2PbS (wB97M-V/def2-TZVPD)
N 5.0449 -5.0337 7.3476
C 3.7285 -5.2695 7.3756
C 2.8586 -4.8083 6.3664
C 3.3654 -4.0337 5.2867
C 4.7777 -3.8401 5.2559
C 5.5600 -4.3488 6.3101
C 2.4576 -3.4849 4.3021
Pb -0.9931 -2.0740 0.5787
P -1.1532 -0.5112 -5.4551
C 2.8609 -2.8507 3.1692
C 2.0679 -1.8926 2.4090
C 2.3855 -1.6212 1.0604
C 1.4932 -0.8765 0.2916
C 0.5551 -0.0604 0.9547
C 0.1092 -0.4679 2.2418
C 0.9730 -1.2724 3.0078
Br -1.2469 0.4976 -1.0043
H 1.3886 -3.6510 4.4898
H 3.8807 -3.0360 2.8068
H 1.7868 -5.0046 6.4557
H 5.2764 -3.2646 4.4685
H 3.3274 -5.8204 8.2381
H 6.6416 -4.1719 6.3466
H 3.2961 -2.0436 0.6253
H 0.7967 -1.4179 4.0747
H 1.5554 -0.9483 -0.7923
H -0.8120 -0.1180 2.7111
P 0.4901 2.0895 0.2858
C -1.6851 -1.7681 -4.2405
C -1.8497 -3.0865 -4.9853
H -2.6219 -1.4622 -3.7692
H -0.9411 -1.8580 -3.4452
H -2.3047 -3.8635 -4.3758
H -2.4747 -2.9644 -5.8684
H -0.8923 -3.4684 -5.3352
C 0.6238 -0.3128 -5.0585
C 1.3648 0.4151 -6.1850
H 1.0432 -1.3193 -4.9271
H 0.7252 0.2254 -4.1054
H 2.4467 0.3817 -6.0206
H 1.1671 -0.0498 -7.1578
H 1.0827 1.4722 -6.2475
C -1.8028 1.0746 -4.7774
C -3.2196 1.3962 -5.2607
H -1.1095 1.8641 -5.1061
H -1.7712 1.0204 -3.6790
H -3.6420 2.2102 -4.6615
H -3.2319 1.7251 -6.3040
H -3.8885 0.5355 -5.1745
C -0.2262 3.8266 0.1325
C 0.4344 4.9887 0.9053
H -1.2908 3.7556 0.3947
H -0.2162 4.0686 -0.9441
H 0.2121 4.9442 1.9824
H 1.5249 5.0044 0.7621
H 0.0595 5.9569 0.5297
C 1.5986 2.1281 -1.1680
C 3.0450 1.7272 -0.9550
H 1.5266 3.1428 -1.5754
H 1.1388 1.4917 -1.9237
H 3.5000 2.3245 -0.1613
H 3.1770 0.6637 -0.7387
H 3.6106 1.9412 -1.8681
C 1.5970 2.2728 1.7039
C 0.8522 2.4530 3.0378
H 2.2430 3.1263 1.4837
H 2.2329 1.3730 1.7149
H 1.2611 1.7926 3.8194
H 1.0147 3.4781 3.3990
H -0.2350 2.2661 2.9682
S -3.2101 -0.2831 1.6165
C -4.4669 0.5405 0.8392
N -4.5386 1.9223 0.7897
C -5.6218 2.6151 0.3360
C -6.7113 1.9245 -0.1810
C -6.6344 0.5209 -0.2422
C -5.5403 -0.1499 0.2483
H -3.7493 2.4493 1.1797
H -5.5640 3.7024 0.3480
H -7.5943 2.4700 -0.5213
H -7.4739 -0.0393 -0.6535
H -5.4458 -1.2313 0.2179
```